[1]
A 2-piece molecular cluster, C4H5N3O3 overall at a distorted geometry. Source: the OMol25 dataset; level of theory: ωB97M-V/def2-TZVPD.

The HOMO-LUMO gap (alpha / beta) is 6.523 / 7.577 eV. Its LUMO energy (alpha / beta) is 0.675 / -2.633 eV. The calculation puts the calculated total energy at -545.1709 Eh. Its spin multiplicity is 3.

Each line ends with the Mulliken charge.
Geometry (Å):
N: 0.5217 -1.7989 0.3737  0.4734
N: -2.8661 -0.4638 0.3796  -0.4066
O: -2.2174 -2.5241 1.3040  -0.4285
H: 1.3311 -3.7395 0.2841  0.2764
H: 1.9325 2.4275 -0.4992  0.3288
N: 0.1575 -0.6233 0.4074  -0.5414
O: 0.1955 1.4464 -0.3438  -0.2562
C: 0.8770 -2.8644 0.6125  -0.1691
O: 2.1745 0.1734 -0.3379  -0.5275
H: 0.8468 2.5269 -1.9832  0.2581
C: 0.9239 2.5397 -0.8967  -0.6132
H: -2.8063 0.4688 0.4440  0.2748
H: 0.3697 3.4776 -0.6237  0.1936
C: 0.9974 0.3608 -0.1253  0.5625
C: -2.4377 -1.4072 1.0046  0.5749



[2]
C28H34F3IrN3OS3Sb as an isolated structure. Source: the OMol25 dataset; level of theory: ωB97M-V/def2-TZVPD.

The HOMO-LUMO gap is 5.899 eV. Its LUMO energy is -7.325 eV. The calculation puts the calculated total energy at -3165.1454 Eh. The net charge is +2. Its spin multiplicity is 1.

Each line ends with the Mulliken charge.
Geometry (Å):
C: 1.9590 6.1486 -3.1824  -0.6167
H: -0.5051 -3.2202 -1.8318  0.3408
H: 7.2126 -0.0247 3.7408  0.4078
H: -4.1138 -1.3038 3.2996  0.2564
H: -0.3644 4.2600 0.1191  0.5307
C: -6.3737 0.2687 -0.2016  -0.2964
N: -3.8685 0.3518 0.9004  -0.4484
C: 0.5348 4.3609 -3.9323  -0.7529
F: -5.2423 -2.4741 -1.8802  -0.2016
C: -4.0716 -0.3021 -0.2556  0.6736
C: 4.0548 -0.3750 2.5804  -0.1863
S: -2.5274 -0.9599 -0.7441  -0.2338
H: 2.8194 1.4629 -1.6517  0.3199
C: 5.6559 -0.6511 0.8036  -0.2951
H: 2.2039 6.3263 -1.0582  0.4000
H: 3.0283 -0.3720 2.9320  0.3872
C: 5.0879 -0.1558 3.4764  -0.7945
H: -3.2537 -4.9049 -1.2676  0.3084
H: 0.9400 -3.4655 -0.8281  0.1959
C: 1.3597 5.4437 -4.2142  -0.4535
Sb: -1.2151 -4.4966 0.4570  0.7686
H: 7.7169 -0.4726 1.3645  0.4113
H: -2.0585 -2.6415 1.8061  -0.0842
H: -7.3654 0.2301 -0.6325  0.5487
C: -5.5156 -1.1766 -2.1029  0.6322
H: -4.6426 1.4995 2.4378  0.5424
H: 5.8807 -0.8578 -0.2369  0.4113
C: 0.5006 1.8558 0.3034  0.7067
C: -2.6578 -5.5893 -0.6655  -1.1895
H: -3.3174 -6.1383 0.0039  0.3792
N: 1.2363 2.9087 0.0772  0.1215
H: 4.1630 1.3414 -0.4933  0.4735
H: 3.0930 2.8993 1.0500  0.3175
H: -0.5846 -6.6889 1.9032  0.3659
H: 0.2051 -6.7813 0.3160  0.3493
H: -0.3518 3.1523 -2.4026  0.4121
C: 6.4068 -0.1877 3.0381  -0.4356
C: -4.8768 0.9844 1.5161  -0.5508
S: -1.1975 1.9202 0.3415  -0.4400
H: 4.8685 0.0265 4.5197  0.4260
C: -0.0342 -6.1260 1.1519  -1.2177
H: 2.5939 6.9966 -3.3998  0.4053
Ir: -1.8533 -0.0642 1.2449  1.0100
C: -3.7790 -2.1204 2.6675  -0.6927
C: 1.7411 5.7682 -1.8643  -0.3019
C: 0.9168 4.6873 -1.5790  0.7826
H: 2.5424 -1.6397 0.5646  0.3800
H: 0.8871 -5.7556 1.5978  0.3673
C: 1.1973 0.5405 0.5496  0.4788
C: 2.7012 2.8058 0.0339  -0.6672
H: -4.4378 -2.2353 1.8064  0.2764
H: 1.5277 5.7410 -5.2404  0.4048
C: 6.6910 -0.4382 1.7049  -0.6485
H: 3.0691 3.6341 -0.5687  0.4900
C: 0.0214 -3.9266 -1.1912  -1.1450
C: -6.1463 0.9667 0.9832  -0.7366
H: 0.0572 3.8200 -4.7382  0.4239
C: -5.3303 -0.3805 -0.8356  -0.0458
C: 0.3108 3.9843 -2.6183  -0.2002
O: -2.4272 -1.8287 2.2500  -0.1891
F: -6.7572 -1.0837 -2.5648  -0.2744
C: 4.3367 -0.6213 1.2383  0.6659
F: -4.6713 -0.7514 -3.0547  -0.2158
N: 2.4140 0.3982 0.1069  0.1375
H: 3.6030 -1.0751 -0.7332  0.4512
H: -6.9492 1.4848 1.4861  0.4579
C: 3.0912 1.5000 -0.5938  -0.6984
C: 3.2129 -0.8410 0.2585  -1.2351
S: 0.3774 -0.6942 1.3895  -0.2419
H: 1.2135 4.9296 0.5394  0.4204
H: -2.1452 -6.2925 -1.3198  0.3666
H: 0.2763 -4.8103 -1.7742  0.4310
C: 0.6883 4.2665 -0.1500  -1.5010
H: -3.7631 -3.0402 3.2472  0.3543



[3]
C5H10ClN as an isolated structure at a distorted geometry. Source: the OMol25 dataset; level of theory: ωB97M-V/def2-TZVPD.

The HOMO-LUMO gap is 9.355 eV. Its LUMO energy is 0.602 eV. The calculation puts the calculated total energy at -711.2447 Eh. Its spin multiplicity is 1.

Each line ends with the Mulliken charge.
Geometry (Å):
C: 1.7049 -0.2670 -0.3505  -0.7168
H: 1.1186 -1.6902 0.8224  0.3405
H: -0.5388 -1.6789 0.1503  0.2101
C: -0.7115 -0.5643 0.2719  -0.7614
C: -2.0825 -0.2272 0.7904  -0.5179
H: 0.8589 2.2814 -0.9911  0.2996
H: -2.3800 -0.6598 1.6824  0.3628
H: 2.5147 0.3724 0.1045  0.3183
H: 1.5525 -2.2043 -0.9493  0.3349
H: -1.1765 2.0197 -0.7329  0.2656
H: -2.1673 0.9054 0.9311  0.2347
C: 0.2727 0.3920 -0.1015  1.1495
N: 2.0651 -1.6783 -0.0267  -0.6152
C: 0.0089 1.7194 -0.2835  -1.2168
H: 0.0759 2.4146 0.9186  0.2241
H: 1.9228 -0.4381 -1.6644  0.2724
Cl: -3.0384 -0.6967 -0.5717  -0.1844



[4]
C8H13N as an isolated structure at a distorted geometry. Source: the OMol25 dataset; level of theory: ωB97M-V/def2-TZVPD.

The HOMO-LUMO gap is 9.999 eV. Its LUMO energy is 1.045 eV. The calculation puts the calculated total energy at -367.0715 Eh. Its spin multiplicity is 1.

Each line ends with the Mulliken charge.
Geometry (Å):
H: 2.1664 -1.2225 1.0274  0.4442
C: -2.2077 -0.3393 -0.1163  -1.6346
N: -0.0838 -0.3148 -1.0231  -0.5289
H: -1.0440 -2.2179 -0.2540  0.2738
C: -0.1514 -1.6134 -0.2926  -0.7799
H: 2.1536 -0.9990 -1.5403  0.2499
H: 1.5088 1.6820 0.0036  0.1240
H: 3.1365 1.0321 -0.0708  0.2867
C: 2.0524 0.8918 -0.1548  -0.9592
H: 0.2334 2.1601 -0.5592  0.2974
H: 0.9501 -2.0645 -0.1558  0.2994
C: 0.2344 -0.6219 1.0438  0.0545
H: -2.9072 -0.0983 0.6223  0.4765
C: -0.7530 0.3068 0.1072  1.1621
C: 1.3953 -0.2812 -0.8895  0.2122
H: -2.6412 -1.3165 -0.2357  0.4080
H: 0.1126 -1.1002 2.2423  0.2209
C: 1.5867 -0.4204 0.5520  -0.3798
H: -0.7152 2.1836 1.2426  0.2403
C: -0.7338 1.8559 0.0443  -1.0782
H: -2.5658 0.2691 -1.0037  0.2591
H: -1.7272 2.2284 -0.5896  0.3518



[5]
A 2-piece molecular cluster, C23H31O5P overall at a distorted geometry. Source: the OMol25 dataset; level of theory: ωB97M-V/def2-TZVPD.

The HOMO-LUMO gap is 3.194 eV. Its LUMO energy is -2.839 eV. The calculation puts the calculated total energy at -1612.5428 Eh. Its spin multiplicity is 1.

Each line ends with the Mulliken charge.
Geometry (Å):
C: -2.9743 0.1635 3.7496  -0.9893
H: -2.4430 1.0306 -3.9695  0.4130
C: -2.6982 -0.9303 1.5790  0.8041
P: 2.0495 1.8870 -1.3837  1.2143
H: 4.6174 -1.4304 -1.9292  0.4104
O: 1.7167 1.9025 -2.8269  -0.8076
H: 2.5178 -0.3848 -2.6785  0.3246
H: -4.4210 -0.7782 0.2771  0.3462
C: -0.1839 -2.8439 1.9671  -0.5436
C: 1.0061 -3.5567 1.9553  -0.9739
H: 4.8671 5.1856 -0.8974  0.2875
C: 2.9900 4.3542 -1.6563  -0.2171
C: -0.8465 -2.5099 0.7473  0.7840
H: 1.5639 -3.7370 2.8800  0.3423
C: 0.7508 1.7418 -0.2017  -0.8142
C: 0.8320 -3.8526 -0.4465  -0.5730
C: -2.1760 -0.5190 2.8418  -0.4456
H: 2.5514 -5.9695 0.5206  0.3507
O: -1.6209 1.5306 0.0422  -0.7037
H: -2.4892 -1.7515 -0.3592  0.2003
H: 5.0364 4.1857 -2.3633  0.3044
H: 1.6578 -0.9702 -1.2433  -0.0486
H: 3.8774 -1.9458 -0.3888  0.2300
H: -4.6912 1.3541 5.3524  0.3663
H: 3.2676 -4.8808 1.7103  0.3707
H: -0.8341 -2.8742 -1.3881  0.2865
O: 2.9808 0.6151 -0.9501  -0.5161
C: 4.3908 4.9008 -1.8410  -1.2424
C: -5.1234 1.3469 4.3500  -1.4605
O: -0.6638 2.7459 -1.6531  -0.3225
C: -1.7180 2.4491 -2.5811  -0.3426
H: -0.6313 -2.5645 2.9191  0.6265
H: 2.5476 4.1534 -2.6408  0.3008
H: -2.6620 2.3986 -2.0297  0.3063
H: 4.3239 5.7989 -2.4591  0.3745
C: 3.6770 -1.7112 -1.4410  -1.1934
C: -0.3047 -3.0695 -0.4545  -0.6554
O: 2.9933 3.1028 -0.9078  -0.4509
C: -4.7875 0.2352 2.1361  -0.7502
H: 3.2931 -2.6154 -1.9244  0.2914
H: -1.3966 0.2970 -2.7513  -0.0071
C: 2.7596 -4.9143 0.7432  -1.4347
H: -6.1356 0.9335 4.4199  0.3685
H: -1.7244 3.3186 -3.2413  0.2822
H: -0.6851 1.2549 -4.0699  0.2163
C: 1.5152 -4.0861 0.7583  1.1930
C: -4.0270 -0.5036 1.2561  -0.6659
H: -2.6007 0.4105 4.7485  0.2908
H: 2.3510 5.0584 -1.1094  0.3294
H: -5.2350 2.3909 4.0324  0.3109
C: -2.0140 -1.7156 0.6209  -0.2033
H: -1.1332 -0.7190 3.0813  0.5417
H: 3.4698 -4.5703 -0.0197  0.2973
C: -1.5344 1.1836 -3.3823  -0.7157
C: -4.2753 0.5626 3.4028  1.2691
H: 0.9860 1.3042 0.7488  0.5085
H: -5.7957 0.5552 1.8565  0.3749
H: 1.2087 -4.2798 -1.3817  0.3714
C: -0.6079 1.9546 -0.5142  0.6195
C: 2.6355 -0.6221 -1.6120  0.1690



[6]
C10H21NOSi as an isolated structure at a distorted geometry. Source: the OMol25 dataset; level of theory: ωB97M-V/def2-TZVPD.

The HOMO-LUMO gap is 8.945 eV. Its LUMO energy is 0.809 eV. The calculation puts the calculated total energy at -813.0442 Eh. Its spin multiplicity is 1.

Each line ends with the Mulliken charge.
Geometry (Å):
H: 2.3871 0.3584 -2.2910  0.3281
H: -3.3830 -1.2819 0.4580  0.1908
C: -0.0498 -1.6473 0.8053  -0.6107
H: -2.2444 -0.2646 3.0144  0.4310
H: 3.7265 -0.5399 -0.5152  0.3378
H: -4.3064 -0.9149 -1.0439  0.2707
H: 0.6590 1.8329 -1.9524  0.4448
C: 0.6409 -2.1261 -0.4658  -0.5815
C: -2.5606 -0.1215 -0.8886  0.5082
C: -1.8571 0.5462 2.4663  -1.4292
C: -0.3384 2.7669 0.3104  -1.6801
H: 2.6318 -2.1697 -1.3428  0.4190
C: 0.6686 1.0461 -1.2392  -0.8070
H: 0.5295 -3.1070 -0.5819  0.5015
C: 2.1160 0.5977 -1.2286  -0.9805
H: -0.1263 0.4081 -1.6842  0.2172
O: -2.5014 0.2211 -2.0374  -0.6089
Si: -0.8475 0.0600 0.8053  -0.1803
H: 2.5577 -0.1884 0.7480  0.5129
H: -1.2167 2.8243 -0.4760  0.3026
H: 0.1252 -1.5973 -1.2951  0.2559
H: -0.7370 2.8695 1.2758  0.3998
H: 1.3145 1.4243 0.6042  0.4492
C: 0.3328 1.4043 0.1719  0.6488
H: -1.2937 1.2533 3.0945  0.3708
H: 0.6475 -1.6343 1.7171  0.4400
H: 0.3264 3.6751 0.0999  0.3527
H: 2.5244 -2.7141 0.1957  0.3010
H: 2.6134 1.4611 -0.8579  0.3557
C: 2.0946 -1.8706 -0.4106  -0.9202
N: -3.5113 -0.9093 -0.4066  -0.4050
H: -2.6628 1.0819 2.1567  0.5179
C: 2.6208 -0.4280 -0.2696  -0.7371
H: -0.8802 -2.3163 1.0633  0.3842